This record from the Open Molecules 2025 dataset describes a 13-piece molecular cluster, C52H78O39 overall. The level of theory is ωB97M-V/def2-TZVPD.

Last columns: bonded neighbours and bond lengths (Å).
Cartesian coordinates (Å):
1 C -0.992 -1.548 -6.387  C2 1.557, H8 1.090, H9 1.090, H10 1.090
2 C 0.227 -2.178 -5.651  C1 1.557, C3 1.540, O7 1.402, H11 1.090
3 C 0.547 -1.227 -4.482  C2 1.540, O4 1.505, H12 1.090, H13 1.090
4 O 0.756 -2.276 -3.422  C3 1.505, C5 1.266
5 C 0.284 -3.407 -3.741  O4 1.266, O6 1.215, O7 1.310
6 O 0.264 -4.474 -3.161  C5 1.215
7 O -0.276 -3.261 -4.917  C2 1.402, C5 1.310
8 H -1.718 -2.347 -6.536  C1 1.090
9 H -0.544 -1.294 -7.348  C1 1.090
10 H -1.494 -0.699 -5.924  C1 1.090
11 H 1.048 -2.728 -6.111  C2 1.090
12 H -0.275 -0.535 -4.300  C3 1.090
13 H 1.474 -0.665 -4.600  C3 1.090
14 C -0.230 2.060 4.576  C15 1.611, H21 1.090, H22 1.090, H23 1.090
15 C -0.565 3.472 3.876  C14 1.611, C16 1.553, O20 1.461, H24 1.090
16 C -0.603 4.649 4.888  C15 1.553, O17 1.421, H25 1.090, H26 1.090
17 O -0.053 5.742 4.166  C16 1.421, C18 1.347
18 C 0.562 5.301 3.051  O17 1.347, O19 1.214, O20 1.374
19 O 1.073 6.026 2.222  C18 1.214
20 O 0.528 3.928 3.019  C15 1.461, C18 1.374
21 H -0.925 1.219 4.588  C14 1.090
22 H 0.134 2.130 5.601  C14 1.090
23 H 0.617 1.611 4.058  C14 1.090
24 H -1.491 3.386 3.308  C15 1.090
25 H 0.059 4.638 5.754  C16 1.090
26 H -1.588 4.822 5.322  C16 1.090
27 C 3.251 0.265 -2.539  C28 1.542, H34 1.090, H35 1.090, H36 1.090
28 C 3.973 -0.111 -3.848  C27 1.542, C29 1.563, O33 1.412, H37 1.090
29 C 5.482 -0.513 -3.802  C28 1.563, O30 1.345, H38 1.090, H39 1.090
30 O 5.700 -1.494 -4.696  C29 1.345, C31 1.377
31 C 4.477 -2.043 -5.009  O30 1.377, O32 1.200, O33 1.352
32 O 4.311 -3.047 -5.645  C31 1.200
33 O 3.529 -1.363 -4.325  C28 1.412, C31 1.352
34 H 3.410 -0.582 -1.871  C27 1.090
35 H 2.167 0.348 -2.612  C27 1.090
36 H 3.657 1.172 -2.089  C27 1.090
37 H 3.752 0.673 -4.573  C28 1.090
38 H 5.786 -0.952 -2.852  C29 1.090
39 H 6.100 0.369 -3.967  C29 1.090
40 C 0.018 3.954 -5.401  C41 1.504, H47 1.090, H48 1.090, H49 1.090
41 C 1.116 4.017 -4.376  C40 1.504, C42 1.458, O46 1.449, H50 1.090
42 C 1.104 5.044 -3.341  C41 1.458, O43 1.407, H51 1.090, H52 1.090
43 O 0.906 4.360 -2.127  C42 1.407, C44 1.340
44 C 0.974 3.038 -2.333  O43 1.340, O45 1.210, O46 1.325
45 O 1.046 2.252 -1.416  C44 1.210
46 O 0.957 2.783 -3.633  C41 1.449, C44 1.325
47 H 0.350 3.608 -6.380  C40 1.090
48 H -0.299 4.915 -5.806  C40 1.090
49 H -0.843 3.512 -4.900  C40 1.090
50 H 2.086 3.983 -4.874  C41 1.090
51 H 0.328 5.739 -3.661  C42 1.090
52 H 2.080 5.528 -3.325  C42 1.090
53 C -1.281 -5.094 6.281  C54 1.501, H60 1.090, H61 1.090, H62 1.090
54 C -0.329 -6.064 5.645  C53 1.501, C55 1.559, O59 1.460, H63 1.090
55 C 0.201 -5.479 4.300  C54 1.559, O56 1.431, H64 1.090, H65 1.090
56 O 1.622 -5.601 4.418  C55 1.431, C57 1.346
57 C 1.972 -6.017 5.649  O56 1.346, O58 1.206, O59 1.335
58 O 3.069 -6.262 6.088  C57 1.206
59 O 0.898 -6.137 6.432  C54 1.460, C57 1.335
60 H -0.709 -4.177 6.420  C53 1.090
61 H -1.621 -5.423 7.263  C53 1.090
62 H -2.144 -4.798 5.685  C53 1.090
63 H -0.724 -7.070 5.499  C54 1.090
64 H -0.012 -4.413 4.376  C55 1.090
65 H -0.308 -5.841 3.407  C55 1.090
66 C -3.084 -1.493 -3.332  C67 1.450, H73 1.090, H74 1.090, H75 1.090
67 C -4.121 -1.488 -4.346  C66 1.450, C68 1.581, O72 1.467, H76 1.090
68 C -5.522 -2.101 -3.946  C67 1.581, O69 1.405, H77 1.090, H78 1.090
69 O -6.364 -0.979 -4.023  C68 1.405, C70 1.268
70 C -5.790 0.099 -4.366  O69 1.268, O71 1.254, O72 1.309
71 O -6.290 1.231 -4.569  C70 1.254
72 O -4.492 -0.069 -4.337  C67 1.467, C70 1.309
73 H -2.613 -2.475 -3.291  C66 1.090
74 H -3.529 -1.085 -2.425  C66 1.090
75 H -2.274 -0.770 -3.422  C66 1.090
76 H -3.757 -1.787 -5.329  C67 1.090
77 H -5.493 -2.487 -2.927  C68 1.090
78 H -5.826 -2.929 -4.587  C68 1.090
79 C -1.787 -7.211 -1.793  C80 1.617, H86 1.090, H87 1.090, H88 1.090
80 C -2.257 -6.250 -0.581  C79 1.617, C81 1.517, O85 1.397, H89 1.090
81 C -1.319 -5.066 -0.433  C80 1.517, O82 1.359, H90 1.090, H91 1.090
82 O -2.095 -3.966 -0.627  C81 1.359, C83 1.378
83 C -3.418 -4.346 -0.685  O82 1.378, O84 1.199, O85 1.330
84 O -4.350 -3.593 -0.727  C83 1.199
85 O -3.449 -5.642 -0.981  C80 1.397, C83 1.330
86 H -2.562 -7.921 -2.080  C79 1.090
87 H -0.872 -7.780 -1.627  C79 1.090
88 H -1.718 -6.537 -2.647  C79 1.090
89 H -2.337 -6.791 0.361  C80 1.090
90 H -0.543 -5.170 -1.190  C81 1.090
91 H -0.767 -4.916 0.495  C81 1.090
92 C 0.168 -0.956 -0.622  C93 1.465, H99 1.090, H100 1.090, H101 1.090
93 C -0.080 -0.185 0.599  C92 1.465, C94 1.540, O98 1.403, H102 1.090
94 C -1.578 0.040 0.874  C93 1.540, O95 1.436, H103 1.090, H104 1.090
95 O -1.689 -0.445 2.221  C94 1.436, C96 1.424
96 C -0.451 -1.024 2.621  O95 1.424, O97 1.234, O98 1.262
97 O -0.184 -1.695 3.621  C96 1.234
98 O 0.370 -0.981 1.663  C93 1.403, C96 1.262
99 H 0.013 -0.389 -1.540  C92 1.090
100 H -0.667 -1.613 -0.866  C92 1.090
101 H 1.166 -1.388 -0.553  C92 1.090
102 H 0.469 0.750 0.706  C93 1.090
103 H -2.293 -0.622 0.386  C94 1.090
104 H -1.825 1.096 0.763  C94 1.090
105 C 3.881 -1.299 1.512  C106 1.488, H112 1.090, H113 1.090, H114 1.090
106 C 4.149 -2.672 1.003  C105 1.488, C107 1.522, O111 1.430, H115 1.090
107 C 3.513 -3.851 1.726  C106 1.522, O108 1.364, H116 1.090, H117 1.090
108 O 3.126 -4.693 0.726  C107 1.364, C109 1.332
109 C 2.953 -4.045 -0.425  O108 1.332, O110 1.251, O111 1.333
110 O 2.697 -4.485 -1.567  C109 1.251
111 O 3.347 -2.796 -0.175  C106 1.430, C109 1.333
112 H 4.012 -0.523 0.758  C105 1.090
113 H 4.601 -0.992 2.271  C105 1.090
114 H 2.812 -1.232 1.713  C105 1.090
115 H 5.124 -2.960 0.609  C106 1.090
116 H 2.753 -3.603 2.467  C107 1.090
117 H 4.307 -4.377 2.255  C107 1.090
118 C -1.989 5.305 -0.107  C119 1.681, H125 1.090, H126 1.090, H127 1.090
119 C -2.882 4.946 1.271  C118 1.681, C120 1.530, O124 1.455, H128 1.090
120 C -4.404 5.059 1.163  C119 1.530, O121 1.402, H129 1.090, H130 1.090
121 O -4.907 4.057 2.005  C120 1.402, C122 1.378
122 C -3.992 3.027 2.015  O121 1.378, O123 1.195, O124 1.315
123 O -4.110 1.973 2.566  C122 1.195
124 O -2.927 3.497 1.403  C119 1.455, C122 1.315
125 H -0.966 5.503 0.213  C118 1.090
126 H -2.496 6.126 -0.615  C118 1.090
127 H -1.826 4.383 -0.665  C118 1.090
128 H -2.487 5.496 2.125  C119 1.090
129 H -4.715 4.924 0.127  C120 1.090
130 H -4.675 6.074 1.454  C120 1.090
131 C 3.536 4.839 0.447  C132 1.521, H138 1.090, H139 1.090, H140 1.090
132 C 3.688 3.919 1.649  C131 1.521, C133 1.521, O137 1.435, H141 1.090
133 C 3.257 2.477 1.432  C132 1.521, O134 1.444, H142 1.090, H143 1.090
134 O 4.047 1.828 2.452  C133 1.444, C135 1.298
135 C 5.172 2.468 2.547  O134 1.298, O136 1.257, O137 1.417
136 O 6.224 2.001 3.053  C135 1.257
137 O 5.066 3.781 2.023  C132 1.435, C135 1.417
138 H 3.818 5.850 0.741  C131 1.090
139 H 2.478 4.986 0.232  C131 1.090
140 H 4.118 4.544 -0.426  C131 1.090
141 H 3.353 4.342 2.597  C132 1.090
142 H 3.440 2.149 0.408  C133 1.090
143 H 2.199 2.337 1.656  C133 1.090
144 C 3.631 -3.042 6.436  C145 1.609, H151 1.090, H152 1.090, H153 1.090
145 C 3.200 -1.517 6.716  C144 1.609, C146 1.512, O150 1.352, H154 1.090
146 C 2.246 -0.824 5.770  C145 1.512, O147 1.420, H155 1.090, H156 1.090
147 O 1.209 -0.371 6.628  C146 1.420, C148 1.376
148 C 1.440 -0.917 7.869  O147 1.376, O149 1.234, O150 1.303
149 O 0.818 -0.684 8.909  C148 1.234
150 O 2.472 -1.711 7.839  C145 1.352, C148 1.303
151 H 2.876 -3.790 6.678  C144 1.090
152 H 4.602 -3.209 6.903  C144 1.090
153 H 3.785 -3.300 5.389  C144 1.090
154 H 4.059 -1.018 7.164  C145 1.090
155 H 1.918 -1.337 4.867  C146 1.090
156 H 2.748 0.067 5.392  C146 1.090
157 C -4.194 5.287 -4.225  C158 1.528, H164 1.090, H165 1.090, H166 1.090
158 C -4.350 4.908 -2.753  C157 1.528, C159 1.547, O163 1.451, H167 1.090
159 C -5.719 4.255 -2.448  C158 1.547, O160 1.419, H168 1.090, H169 1.090
160 O -5.377 3.216 -1.544  C159 1.419, C161 1.379
161 C -4.115 2.805 -1.918  O160 1.379, O162 1.200, O163 1.329
162 O -3.531 1.839 -1.509  C161 1.200
163 O -3.454 3.794 -2.511  C158 1.451, C161 1.329
164 H -4.231 4.469 -4.945  C157 1.090
165 H -3.188 5.705 -4.233  C157 1.090
166 H -4.997 6.005 -4.391  C157 1.090
167 H -4.227 5.673 -1.986  C158 1.090
168 H -6.263 3.994 -3.356  C159 1.090
169 H -6.309 4.853 -1.753  C159 1.090

net charge: +1
largest force on an atom: 6.078 eV/A
spin multiplicity: 2
E_HOMO (alpha / beta): -0.4288 / -0.4288 Ha

Löwdin atomic charge list, values in e, 6 entries: atom 1 (C): 0.024, atom 2 (C): -0.224, atom 3 (C): 0.028, atom 4 (O): 0.137, atom 5 (C): -0.519, atom 6 (O): 0.372